# 1
A molecular structure, C28H48Cl2OP2Pt in a non-equilibrium geometry, computed with ωB97M-V/def2-TZVPD.

Summary:
Spin multiplicity ... 5
Energy ... -2893.24830 a.u.
HOMO energy (spin up / spin down) ... -5.0 / -7.3 eV
Charge ... 0
LUMO energy (spin up / spin down) ... 0.35 / -1.45 eV
HOMO-LUMO gap (spin up / spin down) ... 5.39 / 5.88 eV

```
82
C28H48Cl2OP2Pt, DFT ωB97M-V/def2-TZVPD
P -0.17 1.33 -1.87
C -1.77 0.52 -1.84
C -2.54 1.26 -2.97
C -3.96 0.73 -3.19
C -4.00 -0.81 -3.32
C -3.26 -1.52 -2.18
C -1.82 -1.01 -1.99
C 1.31 0.41 -2.28
C 1.40 0.67 -3.80
C 2.75 0.20 -4.34
C 3.04 -1.26 -3.96
C 2.80 -1.57 -2.47
C 1.45 -1.08 -1.95
C -0.06 3.04 -1.25
C -1.15 3.42 -0.24
C -1.16 4.94 -0.06
C 0.22 5.54 0.29
C 1.40 4.91 -0.48
C 1.30 3.40 -0.64
H -2.15 0.77 -0.83
H -1.98 1.14 -3.91
H -2.58 2.34 -2.77
H -4.38 1.18 -4.09
H -4.59 1.03 -2.36
H -5.04 -1.15 -3.37
H -3.51 -1.07 -4.27
H -3.82 -1.38 -1.25
H -3.25 -2.60 -2.38
H -1.40 -1.48 -1.09
H -1.23 -1.33 -2.86
H 2.13 0.92 -1.73
H 3.54 0.85 -3.93
H 1.24 1.74 -4.03
H 0.60 0.11 -4.30
H 2.78 0.32 -5.43
H 4.08 -1.51 -4.22
H 2.39 -1.90 -4.56
H 2.90 -2.65 -2.31
H 3.59 -1.10 -1.87
H 1.39 -1.21 -0.86
H 0.65 -1.68 -2.41
H -0.21 3.63 -2.19
H -2.15 3.07 -0.55
H -0.92 2.91 0.72
H -1.49 5.36 -1.02
H -1.91 5.23 0.68
H 0.39 5.41 1.37
H 0.20 6.61 0.08
H 2.35 5.18 0.00
H 1.43 5.34 -1.49
H 2.13 3.03 -1.26
H 1.37 2.88 0.33
Pt 0.41 -0.54 2.73
Cl 2.05 0.74 1.52
Cl -1.38 1.04 2.59
C -0.25 -1.82 1.53
H -1.25 -1.63 1.10
C 0.40 -3.09 1.39
C 1.81 -3.09 1.55
C 2.49 -4.29 1.63
C 1.83 -5.51 1.49
C 0.44 -5.51 1.28
C -0.27 -4.32 1.19
H 2.32 -2.13 1.63
H 3.57 -4.29 1.79
H -0.08 -6.46 1.17
H -1.35 -4.31 1.00
H 2.38 -6.46 1.54
C -0.79 0.74 6.32
P 0.21 -0.54 5.53
C 1.31 -1.63 6.50
C -1.03 -1.75 4.92
O 1.07 0.21 4.46
H -1.53 1.06 5.57
H -0.15 1.60 6.55
H -1.28 0.35 7.22
H 0.73 -2.04 7.35
H 1.66 -2.45 5.86
H 2.19 -1.08 6.87
H -1.81 -1.20 4.38
H -0.55 -2.48 4.25
H -1.42 -2.24 5.82
```

Atomic charges from the Mulliken analysis, expressed in e, are listed below:
1 P -2.0099
2 C 1.0720
3 C -0.8870
4 C -0.9181
5 C -0.7203
6 C -1.0212
7 C -0.3914
8 C 0.8188
9 C -0.9978
10 C -0.8787
11 C -0.7105
12 C -0.7716
13 C -0.1818
14 C 0.4239
15 C -0.2519
16 C -1.0424
17 C -0.6993
18 C -0.9976
19 C -0.2558
20 H 0.7468
21 H 0.3764
22 H 0.3948
23 H 0.3903
24 H 0.3587
25 H 0.3714
26 H 0.3308
27 H 0.4144
28 H 0.4311
29 H -0.1879
30 H 0.3099
31 H 0.5773
32 H 0.3675
33 H 0.4709
34 H 0.3225
35 H 0.3725
36 H 0.3813
37 H 0.3120
38 H 0.4044
39 H 0.4185
40 H -0.5053
41 H 0.3935
42 H 0.6791
43 H 0.6230
44 H -0.1072
45 H 0.3744
46 H 0.3763
47 H 0.3238
48 H 0.3891
49 H 0.3902
50 H 0.3820
51 H 0.4057
52 H -0.0826
53 Pt 0.5517
54 Cl -0.5791
55 Cl -0.6633
56 C -1.8786
57 H 0.5715
58 C 1.8682
59 C -0.2046
60 C -0.9474
61 C -0.4548
62 C -0.4330
63 C -0.6382
64 H 0.4005
65 H 0.3848
66 H 0.3616
67 H 0.3869
68 H 0.3603
69 C -1.0438
70 P 1.1901
71 C -1.0916
72 C -1.3153
73 O -0.7170
74 H 0.2351
75 H 0.3324
76 H 0.3656
77 H 0.3725
78 H 0.2906
79 H 0.3385
80 H 0.3893
81 H 0.3112
82 H 0.4703

=====

# 2
A molecular structure, C28H48N6O4PPdS3, computed with ωB97M-V/def2-TZVPD.

Summary:
Energy above the lowest of the compared OMol25 structures with the same formula, charge and spin ... 1.68 kcal/mol
Energy ... -3388.74265 a.u.
HOMO energy (spin up / spin down) ... -10.2 / -10.2 eV
Charge ... +1
LUMO energy (spin up / spin down) ... -3.01 / -3.01 eV
HOMO-LUMO gap (spin up / spin down) ... 7.15 / 7.15 eV

```
91
C28H48N6O4PPdS3, DFT ωB97M-V/def2-TZVPD
Pd -0.25 -0.86 -0.47
C -2.94 -2.78 -1.94
C -1.59 -2.82 -2.58
N -0.56 -2.11 -2.20
C 0.57 -2.40 -2.93
C 0.38 -3.31 -3.91
S -1.24 -3.85 -3.91
C 1.80 -1.73 -2.52
C 3.00 -1.72 -3.15
S 4.10 -0.75 -2.28
C 2.89 -0.39 -1.11
N 1.75 -0.99 -1.35
C 3.13 0.54 0.02
H -2.88 -2.19 -1.02
H -3.28 -3.78 -1.70
H -3.67 -2.32 -2.61
H 1.10 -3.71 -4.60
H 3.28 -2.21 -4.06
H 3.97 0.19 0.63
H 2.22 0.58 0.63
H 3.38 1.53 -0.35
C 2.41 0.09 3.81
C 0.88 0.12 3.91
C 0.46 1.58 3.71
C 0.50 -0.34 5.33
P 0.10 -0.92 2.55
N 0.23 -0.03 1.24
C 1.03 -2.58 2.50
C 1.33 -3.21 3.87
C 2.38 -2.37 1.79
C 0.27 -3.61 1.65
C -1.70 -1.29 3.04
C -2.39 -0.01 3.53
C -2.46 -1.68 1.76
C -1.92 -2.37 4.10
H 2.80 0.85 4.48
H 2.75 0.32 2.80
H 2.83 -0.86 4.13
H 0.94 2.18 4.49
H -0.61 1.74 3.80
H 0.78 1.94 2.74
H 1.05 0.28 6.04
H 0.76 -1.38 5.52
H -0.56 -0.21 5.55
H 2.02 -2.61 4.45
H 1.81 -4.18 3.70
H 0.44 -3.40 4.47
H 3.08 -1.80 2.39
H 2.24 -1.89 0.83
H 2.82 -3.36 1.62
H -0.66 -3.96 2.10
H 0.91 -4.49 1.51
H 0.05 -3.22 0.64
H -2.25 0.80 2.83
H -2.06 0.31 4.51
H -3.46 -0.22 3.60
H -2.43 -0.86 1.04
H -3.51 -1.85 2.02
H -2.10 -2.59 1.28
H -1.39 -2.16 5.03
H -1.63 -3.37 3.76
H -2.98 -2.41 4.33
C -1.91 8.82 -0.67
C -2.03 7.59 -1.56
S -2.77 6.27 -0.65
O -1.88 5.87 0.42
O -4.13 6.61 -0.33
C -2.82 4.90 -1.80
C -3.62 3.77 -1.14
N -3.03 2.45 -1.39
C -2.24 1.79 -0.51
N -1.88 0.61 -1.01
C -2.44 0.51 -2.24
C -3.17 1.63 -2.48
N -3.88 1.94 -3.68
O -4.00 1.05 -4.49
O -4.32 3.07 -3.81
C -1.82 2.38 0.78
H -1.46 9.64 -1.24
H -1.28 8.61 0.19
H -2.89 9.14 -0.32
H -1.06 7.24 -1.90
H -2.67 7.78 -2.42
H -1.79 4.60 -1.98
H -3.28 5.22 -2.73
H -4.65 3.77 -1.49
H -3.63 3.89 -0.06
H -2.29 -0.32 -2.90
H -2.67 2.44 1.46
H -1.45 3.40 0.64
H -1.04 1.75 1.21
```

Atomic charges from the Mulliken analysis, expressed in e, are listed below:
1 Pd 0.2257
2 C -0.8981
3 C 0.3635
4 N 0.4396
5 C -0.5217
6 C -0.2228
7 S -0.1946
8 C -0.4241
9 C -0.4092
10 S -0.2168
11 C 0.4741
12 N 0.3085
13 C -0.5573
14 H -0.0726
15 H 0.4551
16 H 0.3877
17 H 0.4769
18 H 0.4769
19 H 0.3786
20 H -0.3764
21 H 0.5793
22 C -1.8745
23 C 1.8635
24 C -1.7584
25 C -1.8571
26 P 0.9938
27 N -0.2003
28 C 2.3403
29 C -2.1150
30 C -1.7400
31 C -1.8087
32 C 2.5838
33 C -1.9523
34 C -2.1648
35 C -2.0239
36 H 0.6401
37 H 0.1509
38 H 0.2835
39 H 0.5501
40 H 0.3452
41 H 0.2586
42 H 0.5459
43 H 0.2769
44 H 0.2733
45 H 0.3712
46 H 0.5649
47 H 0.2806
48 H 0.3077
49 H 0.1938
50 H 0.6247
51 H 0.2817
52 H 0.6072
53 H 0.2310
54 H -0.0557
55 H 0.3743
56 H 0.6253
57 H 0.2719
58 H 0.7248
59 H 0.2442
60 H 0.2774
61 H 0.3586
62 H 0.5327
63 C -1.2537
64 C -0.4514
65 S 1.2091
66 O -0.6611
67 O -0.6658
68 C -0.7615
69 C -1.5267
70 N 0.1977
71 C 0.3275
72 N 0.1524
73 C -1.0075
74 C -0.1156
75 N 1.0449
76 O -0.6307
77 O -0.6308
78 C -0.2193
79 H 0.3886
80 H 0.3404
81 H 0.3450
82 H 0.3830
83 H 0.3849
84 H 0.4729
85 H 0.6106
86 H 0.3842
87 H 0.6767
88 H 0.9508
89 H 0.4838
90 H 0.3955
91 H -0.9233